1.
# C10H13ClO2S

An isolated molecule of C10H13ClO2S (wB97M-V/def2-TZVPD, the OMol25 dataset).

Summary:
- Total charge: 0
- DFT total energy: -1397.51128 Eh
- HOMO level: -9.1960 eV
- Energy above the lowest of the compared OMol25 structures with the same formula, charge and spin: 102.51 kcal per mole
- HOMO-LUMO gap: 9.68 eV
- LUMO energy: 0.5 eV

The geometry in XYZ format:
```
27
Properties=species:S:1:pos:R:3:forces:R:3
C -1.120076 0.381701 -0.778528 -3.0 -0.9 0.3
C -1.525716 0.805937 -1.979817 1.3 0.1 0.0
C -0.433248 2.696374 1.667626 -0.9 1.6 2.8
C 1.450819 -3.145660 -1.164359 1.8 -1.0 0.0
C -0.303612 2.769733 0.145222 2.3 -1.3 1.2
C -0.677633 1.166908 1.671329 -0.2 -0.4 0.5
C 2.153445 -1.950017 -1.935758 -0.3 1.9 2.5
C 0.853149 -2.182861 -0.218559 -2.1 1.7 -0.8
C -0.385648 1.222944 0.153105 1.6 -1.1 -0.1
C 1.229010 -1.080880 -0.936261 1.0 -1.8 1.2
O 1.935060 1.483544 -1.184916 -0.4 -0.6 -0.2
O 2.077070 0.385168 1.000043 0.3 -0.2 0.9
S 1.360809 0.559479 -0.225660 0.3 1.1 -0.6
Cl -2.321242 -0.247679 -3.133573 0.2 0.6 0.5
H -1.467908 -0.578461 -0.235414 0.5 1.4 -1.7
H 0.518862 2.954366 2.241607 -1.3 -0.2 -0.9
H -1.299619 3.325245 2.128315 1.5 -1.0 -0.8
H 0.825388 -3.750860 -1.777219 -1.1 -0.1 -0.6
H 2.061390 -3.940394 -0.678911 0.3 0.8 -0.2
H -1.137245 3.127599 -0.323002 -2.2 1.3 -1.2
H 0.622589 3.253735 -0.231441 -0.7 -0.6 0.1
H 0.084234 0.625408 2.179359 1.4 -0.1 0.2
H -1.511249 0.605556 2.218989 -0.1 1.4 -1.7
H 3.216497 -1.696894 -1.633261 -1.1 -0.8 -0.7
H 1.932871 -1.711041 -2.968346 0.1 -0.5 -0.2
H -1.121736 1.794009 -2.348577 -0.9 -1.3 0.1
H 0.069913 -2.295033 0.585837 1.4 0.0 -0.6
```
Positions in Å, forces in eV/Å.

***

2.
# C10H13F3NO5

A cluster of 2 separate species, C10H13F3NO5 in total (wB97M-V/def2-TZVPD, the OMol25 dataset).

Summary:
- Total charge: -1
- DFT total energy: -1119.45234 Eh
- HOMO level: -3.5775 eV
- HOMO-LUMO gap: 4.96 eV
- LUMO energy: 1.4 eV

The geometry in XYZ format:
```
32
Properties=species:S:1:pos:R:3:forces:R:3
N -3.245179 2.486725 -4.861546 0.1 0.0 -0.1
C -2.066693 2.384927 -4.002556 0.0 0.0 0.0
C -1.972786 0.977863 -3.412322 -0.1 0.0 0.0
C -0.738927 0.789369 -2.595732 -0.1 -0.1 -0.1
C -0.310490 1.424917 -1.513707 0.1 0.1 0.2
C 0.998961 0.848140 -1.101660 -0.2 -0.2 0.0
O 1.720015 1.128034 -0.209913 0.1 0.2 -0.1
O 1.292488 -0.187172 -2.001184 0.0 0.1 0.0
C 0.295613 -0.244246 -2.935262 0.2 0.4 0.2
O 0.329668 -0.983203 -3.865055 -0.1 -0.3 -0.3
H -3.110402 1.937755 -5.704042 0.0 0.0 0.1
H -3.388274 3.444061 -5.159576 0.0 0.0 0.0
H -2.185158 3.105635 -3.187968 0.1 0.0 -0.1
H -1.124947 2.622784 -4.517409 0.0 0.0 0.0
H -2.850369 0.801899 -2.783909 0.0 0.0 -0.1
H -1.989406 0.236220 -4.215739 0.0 0.0 0.1
H -0.784010 2.219982 -0.956161 0.1 0.0 0.0
C 2.856959 -2.263306 2.877046 -0.1 0.0 0.0
C 2.085987 -1.022962 2.433090 0.0 0.2 -0.2
O 0.685412 -1.121350 2.546588 0.1 -0.4 0.0
C 0.108783 -0.677114 3.842339 -0.1 0.2 0.1
O 0.692547 0.308725 4.426925 0.0 0.0 0.0
C -0.001192 -1.928892 4.775879 -0.1 -0.1 0.0
F -0.339631 -3.087469 4.144809 0.0 0.0 0.0
F -0.989330 -1.723804 5.690090 0.0 0.0 0.0
F 1.106267 -2.210291 5.490929 0.0 0.0 0.0
H 2.362176 -3.165392 2.509339 0.0 0.0 0.0
H 3.870825 -2.230629 2.465945 0.0 0.0 0.0
H 2.934684 -2.334493 3.960428 -0.1 0.0 0.0
H 2.278730 -0.859205 1.368300 0.0 0.0 0.0
H 2.435222 -0.136230 2.971954 0.0 0.0 0.1
H -0.957541 -0.541276 3.520080 0.0 0.1 0.0
```
Positions in Å, forces in eV/Å.

***

3.
# C10H13IrNO5PTe

A structure of composition C10H13IrNO5PTe (wB97M-V/def2-TZVPD, the OMol25 dataset).

Summary:
- Total charge: +1
- DFT total energy: -1533.30652 Eh
- HOMO level (alpha / beta): -11.2184 / -11.9712 eV
- 2S+1: 6
- ⟨S²⟩: 8.769
- HOMO-LUMO gap (alpha / beta): 7.63 / 7.02 eV
- LUMO energy (alpha / beta): -3.6 / -4.9 eV

The geometry in XYZ format:
```
32
Properties=species:S:1:pos:R:3:forces:R:3
Ir -0.337969 -0.195448 0.051028 -0.2 0.3 0.1
O 2.300360 0.476996 -3.487976 -0.2 -0.1 -0.1
C 1.684118 0.246616 -2.344211 0.0 0.1 0.0
O 0.488405 0.039689 -2.246203 0.0 0.0 -0.2
C 2.566007 0.264534 -1.149871 -0.1 0.0 0.0
C 3.939190 0.335749 -1.169601 0.2 0.0 0.1
C 4.607938 0.295611 0.055090 0.0 0.0 -0.1
C 3.883815 0.188551 1.226585 0.0 0.0 0.1
C 2.497501 0.119380 1.152682 0.1 0.1 -0.2
N 1.875430 0.162370 -0.013039 -0.1 0.0 -0.1
C 1.597733 -0.034390 2.358367 -0.2 -0.3 0.1
O 2.081119 0.015919 3.460938 0.0 0.0 0.1
O 0.350126 -0.260805 2.056217 0.1 0.1 0.1
H 1.650383 0.440061 -4.212946 0.1 0.0 0.1
H 4.469029 0.415293 -2.107791 0.0 0.0 0.0
H 5.688180 0.341161 0.081059 0.0 0.0 0.0
H 4.348107 0.156493 2.202633 0.0 0.0 0.0
C -2.669239 -3.341327 1.699084 0.0 0.0 0.1
P -2.465196 -3.064604 -0.046973 0.0 0.1 0.1
C -1.694036 -4.511794 -0.746287 0.1 0.0 -0.1
C -4.084084 -2.912696 -0.773956 -0.1 0.0 -0.1
O -1.625436 -1.827874 -0.312287 -0.1 0.0 -0.2
H -3.273193 -4.231515 1.878371 0.0 0.0 0.0
H -3.156587 -2.475650 2.147171 0.0 0.0 0.0
H -1.687142 -3.469709 2.154868 0.0 0.0 0.0
H -2.308810 -5.398373 -0.587453 0.0 0.0 0.0
H -0.720931 -4.657136 -0.276214 0.0 0.0 0.0
H -1.554804 -4.353696 -1.816336 0.0 0.0 0.0
H -4.659609 -3.825275 -0.611458 0.0 0.0 0.0
H -3.976431 -2.738327 -1.844981 0.0 0.0 0.0
H -4.608565 -2.069743 -0.323987 0.0 0.0 0.0
Te -1.677251 1.971600 0.071231 0.3 -0.4 -0.1
```
Positions in Å, forces in eV/Å.

***

4.
# C10H13N2

The ion C10H13N2 with charge +1 (wB97M-V/def2-TZVPD, the OMol25 dataset).

Summary:
- Total charge: +1
- DFT total energy: -498.06310 Eh
- HOMO level: -12.6458 eV
- Energy above the lowest of the compared OMol25 structures with the same formula, charge and spin: 54.12 kcal per mole
- HOMO-LUMO gap: 9.09 eV
- LUMO energy: -3.6 eV

The geometry in XYZ format:
```
25
Properties=species:S:1:pos:R:3:forces:R:3
C -1.811564 -1.776547 1.705476 -2.8 -2.0 2.4
C -0.604209 -2.413122 1.665797 3.0 0.3 1.1
C -2.041976 -0.611812 1.080904 2.7 2.1 -2.1
C 0.527125 -1.774019 1.077506 -0.5 0.0 0.2
C -0.972939 0.069176 0.431146 0.7 -2.4 0.6
C 0.357363 -0.532108 0.468691 -1.9 2.0 -1.2
C -1.097669 1.250059 -0.411107 2.0 -0.2 0.5
C -2.092866 1.928713 -0.955592 2.9 1.2 -0.7
C 1.311833 0.390483 -0.434149 -1.4 -2.1 1.2
C 1.356956 -0.251411 -1.826821 0.8 1.8 -2.1
N 2.464331 0.748607 0.235784 3.7 -0.2 1.0
N 0.503529 1.670428 -0.526675 -3.5 2.0 -1.9
H -2.721892 -2.116915 2.350114 2.0 0.0 -1.3
H -0.266013 -3.229255 2.341479 -1.1 0.2 -0.8
H -2.980141 -0.182941 1.050389 -1.9 0.8 0.2
H 1.486591 -2.279777 1.254116 -0.3 0.5 -0.5
H -1.765887 2.779147 -1.581887 -0.7 -0.4 0.4
H -3.110759 1.731386 -0.813988 -1.2 -0.5 0.1
H 1.777886 0.449501 -2.676170 -0.6 -0.9 1.8
H 0.352052 -0.488302 -2.171330 -0.1 -0.1 0.2
H 1.967039 -1.145744 -1.913781 0.0 -0.1 0.6
H 3.277306 0.970230 -0.377845 -0.9 -0.4 0.8
H 2.790249 0.271087 1.128027 -1.0 0.7 -1.9
H 0.696250 2.285003 -1.444048 -0.4 -1.7 2.6
H 0.597404 2.258136 0.343966 0.6 -0.7 -1.2
```
Positions in Å, forces in eV/Å.

***

5.
# C10H13N2

A cluster of 2 separate species, C10H13N2 in total (wB97M-V/def2-TZVPD, the OMol25 dataset).

Summary:
- Total charge: +1
- DFT total energy: -497.88914 Eh
- HOMO level (alpha / beta): -12.6979 / -12.1339 eV
- Energy above the lowest of the compared OMol25 structures with the same formula, charge and spin: 163.29 kcal per mole
- HOMO-LUMO gap (alpha / beta): 7.30 / 8.09 eV
- LUMO energy (alpha / beta): -5.4 / -4.0 eV

The geometry in XYZ format:
```
25
Properties=species:S:1:pos:R:3:forces:R:3
C -3.052965 1.155101 0.071345 0.9 -0.1 2.1
C -2.710323 0.474132 -1.067492 1.0 -0.9 2.0
C -2.406107 0.830269 1.289534 -1.0 -0.1 -0.6
C -1.796334 -0.576841 -1.103591 -0.8 1.8 2.0
C -1.506326 -0.208569 1.331102 0.3 0.3 0.0
C -1.192920 -0.944508 0.093926 0.4 0.3 2.5
C -0.124295 -1.791142 0.342652 0.5 -0.6 -0.3
C 3.310401 -0.228148 -0.455650 0.8 2.1 -0.1
C 2.405049 0.954836 0.109224 0.8 -1.7 -0.7
C 1.208705 1.477886 -0.718564 2.6 1.3 1.1
N 2.313530 -0.383112 0.583913 0.3 -1.4 -0.1
N 0.449549 -2.859569 0.725577 -0.7 0.6 -0.3
H -3.759248 1.977284 0.181871 0.0 -0.3 -0.9
H -3.229770 0.790557 -1.859092 -1.5 0.7 -3.6
H -2.809787 1.400051 2.133421 0.9 -0.5 0.2
H -1.456368 -0.951939 -1.985430 0.6 -1.3 -2.4
H -0.947271 -0.377992 2.264864 -0.3 -0.3 -0.6
H 3.327239 -0.698363 -1.478727 -1.1 0.4 1.1
H 4.406982 -0.110097 -0.214987 -1.3 -0.2 0.5
H 2.982234 1.609312 0.819476 -0.8 -0.3 -0.9
H 1.679718 2.422118 -0.944737 -0.6 1.0 -0.4
H 0.262839 1.653185 -0.241597 -0.3 -0.2 0.4
H 1.186077 1.024517 -1.669651 -0.5 -1.1 -0.9
H 0.013257 -3.766192 0.903072 -0.5 0.2 0.0
H 1.446145 -2.872769 0.889534 0.5 0.4 -0.1
```
Positions in Å, forces in eV/Å.

***

6.
# C10H13N2O

A cluster of 2 separate species, C10H13N2O in total (wB97M-V/def2-TZVPD, the OMol25 dataset).

Summary:
- Total charge: +1
- DFT total energy: -573.26680 Eh
- HOMO level (alpha / beta): -12.1615 / -13.4041 eV
- Energy above the lowest of the compared OMol25 structures with the same formula, charge and spin: 90.23 kcal per mole
- HOMO-LUMO gap (alpha / beta): 5.46 / 7.94 eV
- LUMO energy (alpha / beta): -6.7 / -5.5 eV

The geometry in XYZ format:
```
26
Properties=species:S:1:pos:R:3:forces:R:3
C -0.570046 3.396184 1.225108 0.0 0.0 0.0
C -0.622827 3.109563 -0.143954 0.1 0.0 -0.1
C -0.774963 2.386306 2.177866 0.0 -0.1 0.1
C -0.851751 1.834265 -0.576097 0.0 -0.2 0.1
C -1.024833 1.105480 1.781483 0.0 -0.1 -0.2
C -1.076821 0.752277 0.369875 0.0 0.9 0.3
C 1.390676 -0.876393 0.056838 -0.1 -0.3 0.7
C 1.190875 -0.803661 -2.132462 -0.3 -0.3 -0.4
C 0.423287 -2.041047 -1.632790 -0.2 0.1 -0.8
C 0.125400 -2.913637 0.711592 -0.3 -0.6 0.7
N 1.722337 -0.174673 -0.961991 0.6 0.6 -0.3
N 0.593977 -1.935074 -0.206351 0.7 0.2 -0.5
O -1.294209 -0.411098 -0.001807 -0.3 -0.4 -0.1
H -0.375665 4.406919 1.552822 0.0 0.0 0.0
H -0.475661 3.908662 -0.855841 0.0 0.0 -0.1
H -0.740774 2.638368 3.227923 0.0 0.0 0.1
H -0.901752 1.599050 -1.627897 0.0 0.0 -0.1
H -1.209213 0.315335 2.495410 0.0 -0.1 0.1
H 1.690427 -0.630585 1.061472 0.0 -0.1 0.2
H 2.022496 -1.042996 -2.802803 -0.1 0.0 0.0
H 0.559810 -0.091110 -2.671884 0.0 -0.1 0.0
H -0.638891 -2.019522 -1.895070 0.1 0.0 0.2
H 0.844054 -2.984797 -1.998075 0.0 0.0 0.2
H 0.543927 -3.895311 0.468330 0.1 0.1 -0.1
H 0.413051 -2.643408 1.725207 0.0 0.0 0.0
H -0.962908 -2.989094 0.653096 0.1 0.1 -0.1
```
Positions in Å, forces in eV/Å.

***

7.
# C10H13N2S2

The ion C10H13N2S2 with charge +1 (wB97M-V/def2-TZVPD, the OMol25 dataset).

Summary:
- Total charge: +1
- DFT total energy: -1294.38403 Eh
- HOMO level: -12.4536 eV
- Energy above the lowest of the compared OMol25 structures with the same formula, charge and spin: 32.19 kcal per mole
- HOMO-LUMO gap: 7.53 eV
- LUMO energy: -4.9 eV

The geometry in XYZ format:
```
27
Properties=species:S:1:pos:R:3:forces:R:3
C 0.368920 -0.314392 1.077736 0.4 0.2 0.9
C -1.055750 3.318935 -0.542514 -1.1 -1.3 -2.0
C -1.191879 2.233485 -1.305870 1.1 -3.0 1.1
C 0.104300 2.316367 1.197837 0.4 -1.2 -0.1
C 0.399345 1.060474 0.417077 1.7 -0.7 0.9
C -0.407922 -1.129654 0.284624 1.4 0.7 1.5
C -0.974528 -0.282316 -0.721985 -0.1 1.2 -0.7
C -2.041335 -0.720649 -1.586195 -2.4 0.0 1.0
C 0.378091 -3.136771 1.763866 -0.4 -1.2 -0.4
C 2.826444 -0.242353 -0.676026 -1.1 -0.4 -1.4
N -0.476849 3.268925 0.670344 -0.3 2.6 1.4
N -0.488613 0.938388 -0.679443 -2.8 1.6 -1.4
S -0.690491 -2.835507 0.368286 -0.6 0.3 -0.3
S 2.109929 1.432205 -0.246492 0.5 -0.9 -0.1
H 0.971349 -0.537522 2.056590 -1.2 0.4 -2.3
H -1.587358 4.217393 -0.798518 0.1 0.3 -0.2
H -1.845371 1.969357 -2.145007 0.6 0.5 0.3
H 0.407204 2.477684 2.209823 0.5 -0.6 0.6
H -2.964283 -0.776027 -0.895446 1.0 0.6 -0.8
H -1.942196 -1.791523 -1.653162 0.2 -0.4 -1.4
H -2.324924 -0.081893 -2.448880 0.5 -1.0 0.4
H 0.137489 -2.412638 2.508601 0.1 0.5 0.6
H 1.393010 -3.034588 1.329790 -0.3 -0.6 1.1
H 0.009037 -4.111739 2.185087 1.2 0.7 -0.6
H 3.799717 -0.288203 -0.227447 0.3 -0.2 0.5
H 2.950607 -0.487445 -1.772547 -0.2 1.1 0.9
H 2.136057 -1.049992 -0.370130 0.6 0.5 0.4
```
Positions in Å, forces in eV/Å.

***

8.
# C10H13N3O

A cluster of 2 separate species, C10H13N3O in total (wB97M-V/def2-TZVPD, the OMol25 dataset).

Summary:
- Total charge: 0
- DFT total energy: -628.29459 Eh
- HOMO level (alpha / beta): -6.7831 / -6.7826 eV
- Energy above the lowest of the compared OMol25 structures with the same formula, charge and spin: 0.00 kcal per mole
- HOMO-LUMO gap (alpha / beta): 7.02 / 7.02 eV
- LUMO energy (alpha / beta): 0.2 / 0.2 eV

The geometry in XYZ format:
```
27
Properties=species:S:1:pos:R:3:forces:R:3
C 2.436153 -0.511427 -0.903014 0.0 0.0 -0.2
C -1.446714 -0.394519 1.146544 0.0 0.0 -0.2
C -0.659505 -0.522895 -1.110847 -0.3 -0.1 0.2
C 1.814632 -1.592881 -0.341847 0.1 0.3 0.5
C -1.375278 0.958665 1.061858 -0.2 -0.1 0.0
C -0.550876 0.832102 -1.119869 -0.2 -0.1 0.1
C 2.154908 0.607249 -0.045279 -0.1 -0.1 0.1
C -0.946998 -1.215809 0.094911 -0.1 0.6 -0.2
C -1.207562 -2.686499 0.121719 0.0 0.0 0.0
C -0.614931 3.000840 -0.043714 0.4 0.7 -0.1
N 1.404379 0.043050 0.969758 0.2 -0.1 -0.3
N -0.903323 1.586023 -0.044955 -0.2 -0.6 -0.1
N 1.151757 -1.273950 0.790862 0.1 -1.0 0.4
O 2.415852 1.807920 -0.105551 0.2 0.7 -0.1
H 3.028222 -0.479088 -1.794258 0.1 0.1 -0.2
H -1.826537 -0.859767 2.041331 -0.1 0.0 0.1
H -0.417438 -1.077079 -2.004313 0.1 0.0 0.0
H 1.775107 -2.604159 -0.700364 -0.1 -0.2 -0.1
H -1.709489 1.599375 1.862298 0.0 0.1 0.1
H -0.218762 1.373344 -1.990372 0.1 0.1 0.0
H -0.922020 -3.154242 -0.815788 0.0 -0.1 -0.1
H -2.269984 -2.866720 0.298979 0.0 0.0 -0.1
H -0.649817 -3.148436 0.931328 0.1 0.0 0.1
H 0.468838 3.148037 -0.039050 -0.1 0.0 0.1
H -1.033546 3.473420 -0.932642 -0.1 0.0 0.0
H -1.041867 3.465823 0.841650 -0.1 -0.1 0.0
H 1.144791 0.491622 1.830614 0.1 0.0 -0.1
```
Positions in Å, forces in eV/Å.

***

> Which of these has the highest DFT total energy?

number 5